(w)
Formula: CH8N2O2
Source: the OMol25 dataset
Level of theory: the ωB97M-V functional and the def2-TZVPD basis

Each line ends with the Löwdin charge.
Positions of all 13 atoms, in Å:
H 2.538 1.495 -1.250  0.09
N 3.728 0.889 1.090  0.04
H 4.230 1.236 0.265  0.03
H 1.834 0.267 1.381  0.11
N 2.145 0.753 -0.690  0.06
O -5.252 -3.095 -0.646  -0.07
H -5.811 -3.856 -0.430  0.04
C 2.578 0.582 0.619  -0.39
H -1.586 0.485 0.196  0.04
H -1.878 1.774 -0.615  0.04
O -1.234 1.352 -0.042  -0.06
H 1.144 0.673 -0.780  0.05
H -5.076 -2.693 0.214  0.03

## Properties
structure (SMILES)	[H]/N=C\N.O.O
frontier orbital gap	0.3525	hartree
E_HOMO	-9.2594	eV

(x)
Formula: CH8N2O2
Source: the OMol25 dataset
Level of theory: the ωB97M-V functional and the def2-TZVPD basis

Each line ends with the Löwdin charge.
Positions of all 13 atoms, in Å:
H -2.356 1.584 0.919  0.08
H -0.906 0.165 -1.042  0.12
O -0.983 -0.324 0.959  -0.14
H 1.508 -1.782 0.054  0.08
N 1.410 0.210 0.119  -0.09
H 0.862 0.492 -0.777  0.12
N 2.148 -1.001 -0.059  -0.04
H -2.508 -0.594 -0.337  0.11
O -2.180 1.401 -0.010  -0.05
H 2.526 -1.062 -1.005  0.07
H 2.026 0.921 0.501  0.11
H 0.138 -0.109 0.787  0.08
C -1.684 0.098 -0.109  -0.46

## Properties
structure (SMILES)	OCO.NN
frontier orbital gap	0.3752	hartree
E_HOMO	-9.4799	eV

Name the most stable of them. (w).

(w)
Formula: C57H55CsN6O2P
Source: the OMol25 dataset
Level of theory: the ωB97M-V functional and the def2-TZVPD basis

Each line ends with the Löwdin charge.
Positions of all 122 atoms, in Å:
C 5.052 -0.270 0.608  -0.14
H -0.555 -6.804 -4.368  0.07
H -5.509 0.900 5.328  0.10
C -0.291 -6.441 -3.360  -0.11
C -3.470 3.159 -1.344  -0.13
H -1.111 -5.368 -1.687  0.11
C 5.685 -1.220 -1.968  -0.08
H 5.457 0.248 4.005  0.11
C -2.681 -3.049 0.253  -0.05
H -3.466 -4.342 -1.287  0.10
H 2.460 2.874 0.409  0.06
H 1.377 -0.636 -3.500  0.06
H -2.309 -3.867 0.881  0.11
C -0.900 5.675 -1.464  -0.09
C 2.764 3.977 4.839  -0.08
C -5.151 1.625 -0.575  -0.09
H 7.462 -2.040 -1.085  0.11
C -6.139 2.300 -1.276  -0.07
C -1.853 -1.634 -4.702  -0.06
C 6.533 -1.478 -0.935  -0.04
C -3.752 -2.282 -1.782  -0.07
C 3.296 1.875 2.951  -0.27
N 1.031 1.079 3.270  0.06
C 4.198 2.950 3.172  -0.03
H -1.473 0.287 -3.050  0.10
H -0.876 6.254 -2.395  0.13
C -3.555 -0.962 -1.412  -0.11
C 1.977 2.004 3.573  -0.19
C -5.117 -0.094 3.473  -0.08
C -0.810 -2.961 -2.998  -0.22
C 3.923 3.961 4.117  -0.11
H 5.828 -1.561 -2.971  0.09
C -2.386 -2.785 -5.231  -0.11
C 2.020 -3.318 -0.695  -0.40
H -0.252 -7.366 -2.768  0.07
C 5.633 -0.009 2.953  -0.04
C -3.827 2.001 -0.630  -0.29
C 1.942 3.206 -0.490  -0.07
H -2.685 -4.920 -5.036  0.11
C -1.385 -4.133 -3.500  -0.17
N 1.606 -3.220 0.595  -0.08
C -2.158 3.792 -1.427  -0.36
C -2.153 -4.039 -4.685  -0.05
H -5.454 0.735 -0.026  0.11
C 7.070 -1.320 1.495  -0.09
C -2.962 -0.680 -0.226  -0.43
H -2.348 -5.958 -2.862  0.11
H 0.659 -6.054 1.693  0.06
H -1.981 -1.475 1.530  0.11
H 2.613 -3.274 2.397  0.08
C 1.760 3.026 4.488  -0.19
H 0.601 4.392 -2.362  0.14
H 2.539 4.664 5.601  0.08
C -4.931 0.940 4.390  -0.10
N -0.075 -3.043 -1.813  0.12
C 1.199 -3.183 -1.877  -0.12
O -0.090 -5.678 1.145  -0.11
H 5.120 2.951 2.587  0.11
H -4.217 -2.538 -2.705  0.10
H -2.704 2.803 2.611  0.10
H 2.692 3.642 -1.180  0.09
C -2.478 -1.725 0.588  -0.13
H 1.232 5.222 -0.109  0.13
H -3.898 -0.139 -2.022  0.11
H -4.573 -0.892 1.543  0.10
C 4.697 0.259 1.931  -0.25
H 7.946 -1.930 1.397  0.09
C -0.143 1.198 3.862  -0.16
C 2.705 -3.338 1.345  -0.26
H -4.076 2.835 4.808  0.10
H 0.343 3.833 5.875  0.11
C -1.078 -1.717 -3.561  -0.19
C -3.392 1.995 2.857  -0.10
C -3.317 -3.309 -0.964  -0.07
C 4.468 -0.595 -1.613  -0.17
C -0.437 2.146 4.855  -0.07
H 1.713 -3.196 -2.832  0.13
N 3.516 0.829 2.162  0.02
C -4.477 3.906 -1.937  -0.01
C -3.588 0.974 1.916  -0.36
N -1.026 3.312 -1.645  0.20
H 0.976 0.958 -2.899  0.04
H -0.642 -0.559 -1.767  0.02
C -5.777 3.437 -1.928  -0.08
C -1.337 -5.488 -2.781  -0.22
H -3.020 -2.761 -6.091  0.08
Cs 1.157 -0.201 0.359  0.92
C 0.815 4.213 -0.257  -0.36
H 4.875 -3.811 1.017  0.10
H 4.038 -3.584 -1.606  0.07
C -4.422 -0.104 2.275  -0.09
C 0.530 3.046 5.155  -0.03
C 6.268 -1.041 0.379  -0.18
H 4.692 4.651 4.341  0.08
C 3.447 -3.527 -0.723  -0.08
H -7.135 1.922 -1.255  0.10
H -0.865 4.536 1.075  0.08
C 3.853 -3.573 0.623  -0.12
H 0.394 0.427 -4.491  0.08
H -0.876 0.451 3.586  0.10
H -0.317 2.832 1.099  0.04
H -6.543 3.985 -2.435  0.10
H -0.711 6.335 -0.655  0.11
H 0.603 4.060 1.936  0.09
H 3.736 -0.521 -2.391  0.08
C 0.599 0.122 -3.463  -0.08
H -2.100 -0.696 -5.141  0.11
C -0.053 4.412 -1.505  -0.27
C 6.767 -0.770 2.735  -0.11
C -0.695 -0.441 -2.864  -0.22
C 0.009 3.881 1.009  -0.06
H -4.213 4.867 -2.411  0.13
N 4.177 -0.092 -0.417  0.05
H 7.395 -0.992 3.586  0.09
H -5.774 -0.900 3.668  0.09
H 0.714 -5.969 -3.418  0.08
O -2.224 5.154 -1.284  -0.03
C -4.120 2.025 4.069  -0.09
P -2.611 1.019 0.340  1.12
H 0.281 -4.786 1.077  -0.02
H 1.489 2.390 -1.015  0.00
H -1.389 2.106 5.323  0.08

## Properties
frontier orbital gap	0.2008	hartree
E_HOMO	-3.5846	eV
total charge	-1

(x)
Formula: C57H55CsN6O2P
Source: the OMol25 dataset
Level of theory: the ωB97M-V functional and the def2-TZVPD basis

Each line ends with the Löwdin charge.
Positions of all 122 atoms, in Å:
H 0.445 -6.200 -0.913  0.10
C 2.600 -1.128 4.054  -0.16
C 3.755 -0.422 3.542  -0.31
H 6.198 3.786 2.414  0.10
H 0.618 -4.291 0.529  0.06
C 1.339 1.717 -1.494  -0.04
H -2.180 -0.336 -2.872  0.11
H -5.507 -0.955 -5.570  0.08
C -0.925 2.423 4.860  -0.09
H -2.370 -0.783 -0.653  0.09
C -4.942 -0.292 -4.961  -0.09
H -4.682 -0.368 -1.299  0.09
C -0.776 -4.026 -4.046  -0.10
H 0.148 3.918 2.375  0.11
C 0.921 1.845 -3.940  -0.05
H 4.696 2.265 3.405  0.10
N -0.386 1.409 1.099  0.20
H 5.944 0.302 -3.307  0.10
H 1.743 1.786 4.632  0.07
N 3.639 -0.015 2.273  0.01
C -0.866 2.171 -2.326  -0.30
C -4.228 6.503 -2.679  -0.12
C -4.714 1.780 -3.712  -0.09
C -3.500 1.340 -3.174  -0.38
H 2.022 1.585 -0.678  0.10
C 0.476 -2.718 4.791  -0.07
C -0.445 2.091 -3.652  -0.07
C 4.922 -1.065 5.572  -0.11
H 1.631 -3.392 6.485  0.12
H -1.564 -4.686 -4.198  0.07
C -2.918 4.735 -3.508  -0.07
H -0.755 3.493 5.007  0.07
C 4.726 -0.490 -1.547  -0.18
H -3.504 -0.126 0.558  0.09
H -0.600 1.959 5.825  0.09
C 6.292 2.801 0.499  -0.08
H 2.224 -3.136 -2.418  -0.04
H 1.894 -2.298 -5.084  0.11
H 0.242 -4.245 -6.041  0.10
H -4.144 4.051 -0.428  0.09
C 1.750 1.693 -2.835  -0.05
C -3.400 -2.352 2.109  -0.07
C 0.497 -1.948 3.608  -0.19
H 2.824 1.532 -3.071  0.11
C -1.701 -2.897 0.463  -0.22
C -2.975 -3.373 2.934  -0.11
C -2.765 -2.118 0.935  -0.18
H 4.323 -1.391 -2.010  0.09
C 5.553 0.380 -2.300  -0.08
H 5.778 0.109 4.106  0.11
H -3.310 -1.658 -4.626  0.07
H -5.124 2.748 -3.498  0.09
H 5.964 -1.083 5.986  0.11
H 1.797 1.354 3.016  0.07
C -3.237 -1.001 0.017  -0.23
H -1.981 1.753 2.372  0.14
N 0.682 -2.390 -3.332  0.01
C 5.789 1.730 -0.273  -0.15
H -3.295 6.462 -4.637  0.11
H -1.664 4.165 2.257  0.13
C -0.786 3.579 1.916  -0.09
H 0.134 -5.627 1.537  0.10
H -3.978 -2.070 -1.623  0.06
C 5.844 2.969 1.776  -0.10
C -3.042 0.072 -3.425  -0.11
N 1.493 -1.185 3.267  0.02
C -3.743 -0.750 -4.383  -0.04
C -0.517 -5.917 -0.404  -0.07
H -4.173 -1.698 2.503  0.12
P -2.592 2.331 -1.894  1.13
C 4.805 -0.345 4.386  -0.08
H 1.437 3.077 3.425  0.07
H -5.047 6.408 -0.742  0.11
H -4.492 7.529 -2.780  0.09
H -1.708 -5.090 3.170  0.12
H -1.166 2.168 -4.434  0.09
H -0.255 0.663 3.860  0.12
C 6.039 1.441 -1.662  -0.04
H -0.486 -3.245 5.004  0.11
C 0.169 -3.782 -5.020  -0.18
C -1.419 -4.082 1.238  -0.13
Cs 1.860 -1.549 0.242  1.01
H -2.033 2.357 4.861  0.08
H -2.049 -3.758 -1.943  0.12
C -4.538 5.826 -1.517  -0.08
H 6.551 2.177 -2.230  0.10
C -4.358 -1.377 -0.886  -0.10
N -0.982 -2.543 -0.648  0.03
C 4.980 2.050 2.395  -0.05
C -1.223 -3.054 -1.772  -0.12
H -3.531 -3.566 3.842  0.09
H 4.070 -2.220 7.055  0.06
C 2.657 -1.868 5.299  -0.15
C 1.571 -2.712 5.610  -0.04
H -2.250 4.468 -4.276  0.09
O -0.690 3.556 0.475  0.00
C 3.884 -1.875 6.084  -0.06
C 4.503 0.945 1.744  -0.24
H 7.077 3.434 0.040  0.11
H -6.386 1.292 -5.122  0.11
C -0.930 2.085 2.302  -0.25
C 1.237 2.039 3.720  -0.07
C 4.986 0.767 0.395  -0.14
H -0.427 -1.910 3.020  0.10
C -4.032 4.547 -1.377  -0.12
H 3.408 -3.958 -2.607  0.05
H 1.337 1.808 -4.963  0.11
C 0.999 -2.802 -4.589  -0.26
H -1.131 -5.479 -1.125  0.03
C -1.987 -4.247 2.487  -0.08
H -5.157 -1.955 -0.346  0.09
C -3.481 5.990 -3.676  -0.10
C -0.352 2.278 0.159  -0.38
C -0.276 1.752 3.679  -0.37
H -0.902 -6.776 0.020  0.04
C 0.059 2.033 -1.227  -0.16
C -0.445 -3.126 -3.039  -0.34
C -0.215 -4.959 0.764  -0.17
C -5.404 1.003 -4.663  -0.09
C -3.209 4.001 -2.355  -0.37
O 2.906 -3.557 -1.870  -0.18
N 4.413 -0.265 -0.321  -0.02

## Properties
frontier orbital gap	0.2166	hartree
E_HOMO	-3.8417	eV
total charge	-1

Name the most stable of them. (w).

(w)
Formula: C22H26ClN3O2
Source: the OMol25 dataset
Level of theory: the ωB97M-V functional and the def2-TZVPD basis

Each line ends with the Löwdin charge.
Positions of all 54 atoms, in Å:
C 2.075 3.344 0.765  -0.10
H -0.082 3.661 0.470  0.13
H 3.409 0.453 -0.393  0.13
C 2.994 0.063 2.730  -0.04
H -0.320 -1.464 -3.228  0.12
C -1.447 -2.924 -0.314  -0.24
H -1.909 -0.198 -0.942  0.14
H -3.868 -2.629 2.035  0.10
H -0.765 -0.543 2.148  0.11
O -2.151 2.429 -1.173  0.06
H 0.117 0.861 -2.684  0.11
C 0.874 3.911 -0.008  -0.10
C -2.893 -2.826 1.611  -0.08
C 0.878 -0.726 3.512  -0.67
C 0.288 -0.375 2.308  -0.09
H 4.047 0.237 2.901  0.11
H 4.204 1.439 0.859  0.13
C -1.156 2.188 -1.828  -0.48
H 0.284 -1.269 -1.580  0.11
H 2.867 4.092 0.886  0.12
H -0.528 -3.567 -2.118  0.12
N 2.542 2.267 -0.081  -0.04
C -1.557 -0.242 -1.981  -0.36
C -2.691 -2.671 0.250  -0.05
C 1.067 0.195 1.319  -0.01
H 1.793 2.971 1.754  0.12
C 1.836 2.196 -1.246  -0.51
H -0.612 4.256 -2.168  0.13
C -2.771 -0.279 -2.909  -0.03
C 2.232 -0.522 3.725  -0.10
N -0.793 0.969 -2.250  0.10
C -1.855 -3.241 2.426  -0.12
H -3.410 -1.126 -2.681  0.07
H -3.512 -2.362 -0.380  0.11
Cl -0.084 -1.412 4.770  0.70
C -0.137 3.276 -2.216  -0.05
C 2.422 0.431 1.521  -0.21
H -2.452 -0.344 -3.947  0.09
H 0.243 3.095 -3.224  0.13
H 0.931 4.996 -0.126  0.12
C -0.607 -3.481 1.875  -0.11
H 0.569 -3.513 0.092  0.12
H 2.679 -0.805 4.665  0.10
C -1.222 -2.788 -1.794  -0.15
H -3.349 0.632 -2.774  0.08
H 0.608 0.469 0.380  0.11
N 0.981 3.263 -1.299  -0.03
O 1.981 1.352 -2.113  0.06
C -0.406 -3.318 0.517  -0.05
H 0.210 -3.800 2.506  0.10
H -2.016 -3.377 3.484  0.09
H -2.161 -2.935 -2.328  0.11
C -0.617 -1.432 -2.176  -0.15
C 3.237 1.125 0.454  -0.09

## Properties
structure (SMILES)	C[C@@H](CCc1ccccc1)NC(=O)CN1CCN(Cc2ccc(Cl)cc2)C1=O
frontier orbital gap	0.3497	hartree
E_HOMO	-8.7884	eV

(x)
Formula: C22H26ClN3O2
Source: the OMol25 dataset
Level of theory: the ωB97M-V functional and the def2-TZVPD basis

Each line ends with the Löwdin charge.
Positions of all 54 atoms, in Å:
C 2.835 -0.396 1.888  -0.14
C -1.216 -1.661 -1.815  -0.11
C 0.609 2.153 1.641  -0.46
H -0.635 -2.360 -2.395  0.10
O -3.049 4.027 -0.464  0.08
H 0.514 0.658 3.039  0.15
H 3.037 1.756 1.990  0.12
C -0.794 -0.347 -1.697  -0.59
N 1.127 1.264 2.517  0.07
C -0.918 2.238 1.675  -0.19
C -2.430 3.583 0.475  -0.46
H -2.701 -3.091 -1.272  0.11
C -0.080 -4.853 -0.476  -0.12
Cl 0.653 0.124 -2.521  0.75
H 2.636 -3.627 -2.050  0.10
H 1.214 -0.317 0.453  0.10
H -0.772 -5.679 -0.533  0.10
C -3.110 -1.157 -0.441  -0.07
H -0.588 4.121 2.675  0.13
H -2.708 5.021 2.065  0.12
H -1.337 1.263 1.976  0.15
H -3.271 0.870 0.219  0.12
H 4.516 -0.918 -0.640  0.09
H -1.550 2.612 -1.633  0.15
C -1.373 3.365 2.623  -0.10
N -1.466 2.638 0.400  -0.02
C -0.216 -3.884 0.503  -0.11
H 3.913 -0.557 1.882  0.12
C 1.731 -2.703 -0.324  -0.24
H 2.383 -1.202 2.471  0.11
C -1.072 2.022 -0.842  -0.10
C -1.514 0.586 -0.954  -0.21
H 0.013 2.102 -0.960  0.09
N 2.635 -1.672 -0.226  -0.15
C -2.609 3.945 1.943  -0.06
H 2.719 0.398 -0.113  0.12
C -2.682 0.154 -0.336  -0.03
C -2.376 -2.067 -1.181  -0.09
H 1.080 -5.482 -2.160  0.10
C 1.851 -3.688 -1.314  -0.04
H -1.020 -3.951 1.222  0.11
H 3.599 -1.374 -2.087  0.09
H 0.535 -2.105 1.370  0.10
O 1.290 2.856 0.927  0.08
H -4.022 -1.464 0.048  0.10
C 2.540 0.955 2.542  -0.17
H -3.530 3.477 2.298  0.12
C 0.670 -2.830 0.583  -0.04
H 4.307 -2.624 -1.035  0.09
C 3.819 -1.649 -1.048  -0.06
C 2.301 -0.443 0.448  -0.21
C 0.961 -4.741 -1.382  -0.10
H 2.892 0.961 3.578  0.12
H -1.569 2.996 3.629  0.12

## Properties
structure (SMILES)	CN(CCCNC(=O)[C@H]1CCC(=O)N1Cc1ccccc1Cl)c1ccccc1
frontier orbital gap	0.2971	hartree
E_HOMO	-7.6215	eV

Name the most stable of them. (w).

(w)
Formula: C4H8O4
Source: the OMol25 dataset
Level of theory: the ωB97M-V functional and the def2-TZVPD basis

Each line ends with the Löwdin charge.
Positions of all 16 atoms, in Å:
H 0.165 0.110 1.110  0.15
C 0.123 -0.150 0.078  -0.34
O -0.568 -1.277 -0.160  -0.12
H -2.337 -2.257 -0.104  0.09
H 1.214 2.262 0.201  0.10
H -0.052 2.955 -0.906  0.10
H -0.443 2.435 0.735  0.08
H -2.443 -0.396 -0.588  0.12
O 2.575 0.073 0.247  0.12
O -0.268 0.982 -0.696  -0.09
H 2.605 -2.063 -0.432  0.10
C 0.160 2.184 -0.133  -0.11
H -2.131 -1.139 1.194  0.11
O 1.701 -1.877 -0.509  0.16
C -1.955 -1.231 0.055  -0.07
C 1.654 -0.611 -0.094  -0.41

## Properties
structure (SMILES)	COC(OC)C(=O)O
frontier orbital gap	0.3888	hartree
E_HOMO	-9.8089	eV

(x)
Formula: C4H8O4
Source: the OMol25 dataset
Level of theory: the ωB97M-V functional and the def2-TZVPD basis

Each line ends with the Löwdin charge.
Positions of all 16 atoms, in Å:
C -0.811 -0.718 1.400  -0.64
O 0.590 1.458 -0.380  0.12
H -0.415 -1.907 3.106  0.20
O 0.637 -0.537 -1.476  0.00
C -1.419 -1.468 2.411  -0.01
O -0.412 0.399 1.484  0.14
H 0.136 1.144 0.460  0.03
C 1.515 1.578 -2.495  0.03
O -0.797 -1.543 0.381  0.12
H -2.178 -0.760 3.050  0.15
H -2.081 -2.266 2.093  0.08
H -0.575 -1.338 -0.538  0.09
H 0.796 2.423 -2.596  0.10
H 2.412 2.018 -2.302  0.03
C 0.955 0.682 -1.311  -0.51
H 1.647 0.834 -3.286  0.08

## Properties
structure (SMILES)	CC(=O)O.CC(=O)O
frontier orbital gap	0.4002	hartree
E_HOMO	-10.1751	eV

Name the most stable of them. (x).